DFT (wB97M-V/def2-TZVPD) results for a structure of composition C24H19IrN14O9SSe.

Properties
- DFT total energy (eV) = -143486.801
- expectation value of S² = 0.776
- ΔE to the lowest compared entry with this formula, charge and spin (kJ/mol) = 421.2
- 2S+1 = 2
- lowest unoccupied orbital energy (alpha / beta) (eV) = -6.333 / -6.104
- Kohn-Sham gap (alpha / beta) (eV) = 4.8 / 4.9
- charge = +1

Positions of all 69 atoms, in Å:
Ir (-0.282, 0.257, 0.203)
N (2.381, -2.918, -1.955)
C (1.883, -1.686, -2.120)
N (0.938, -1.480, -1.225)
C (0.900, -2.639, -0.509)
N (1.771, -3.526, -0.945)
C (0.008, -2.845, 0.612)
C (0.041, -4.031, 1.360)
N (-0.801, -4.238, 2.344)
C (-1.687, -3.305, 2.625)
C (-1.690, -2.088, 1.938)
N (-0.844, -1.873, 0.946)
H (3.089, -3.405, -2.487)
H (2.227, -0.960, -2.831)
H (0.767, -4.797, 1.136)
H (-2.396, -3.513, 3.415)
H (-2.388, -1.303, 2.183)
N (-0.899, 1.833, 1.912)
N (-2.282, 1.986, 2.027)
C (-3.136, 1.137, 1.266)
O (-4.322, 1.185, 1.489)
O (-2.559, 0.397, 0.411)
H (-0.460, 1.449, 2.751)
H (-0.445, 2.695, 1.609)
H (-2.662, 2.259, 2.927)
O (5.886, 0.547, 5.608)
N (6.032, 0.767, 4.431)
O (7.052, 1.144, 3.903)
C (4.884, 0.560, 3.567)
C (3.717, 0.034, 4.092)
C (2.637, -0.188, 3.241)
C (2.752, 0.007, 1.847)
O (1.906, -0.407, 0.982)
C (3.932, 0.676, 1.368)
C (4.983, 0.935, 2.227)
N (3.876, 0.984, 0.054)
O (1.417, 2.001, -0.061)
O (2.514, 1.153, -2.102)
N (1.394, -0.638, 3.764)
O (1.374, -1.157, 4.854)
O (0.381, -0.432, 3.092)
H (3.641, -0.197, 5.145)
H (5.888, 1.408, 1.877)
C (7.446, 0.605, -2.983)
C (6.540, 1.481, -2.193)
C (6.573, 2.875, -2.299)
C (5.682, 3.575, -1.506)
N (4.825, 2.964, -0.707)
C (4.834, 1.642, -0.690)
S (2.206, 0.947, -0.700)
N (5.666, 0.893, -1.391)
H (8.430, 1.054, -3.085)
H (7.024, 0.471, -3.978)
H (7.530, -0.375, -2.524)
H (7.254, 3.368, -2.973)
H (5.650, 4.657, -1.494)
Se (-0.844, -0.519, -3.195)
N (-1.039, 0.706, -1.930)
C (-1.831, 1.674, -2.386)
C (-2.281, 2.815, -1.696)
C (-3.110, 3.690, -2.342)
C (-3.505, 3.500, -3.685)
C (-3.079, 2.418, -4.399)
C (-2.251, 1.476, -3.757)
N (-1.809, 0.361, -4.319)
H (-1.979, 2.968, -0.673)
H (-3.481, 4.557, -1.820)
H (-4.155, 4.226, -4.145)
H (-3.357, 2.239, -5.425)



DFT (wB97M-V/def2-TZVPD) results for the ion C4H10NO with charge +1.

Properties
- DFT total energy (eV) = -7839.754
- SMILES string = C/[NH+]=C(\C)CO
- ΔE to the lowest compared entry with this formula, charge and spin (kJ/mol) = 150.8
- lowest unoccupied orbital energy (eV) = -4.395
- Kohn-Sham gap (eV) = 11.0
- charge = +1

Positions of all 16 atoms, in Å:
C (-1.013, 1.084, -1.045)
C (-0.059, 0.339, -0.177)
C (0.908, 0.993, 0.700)
C (0.434, -1.995, 0.615)
N (-0.331, -0.922, -0.030)
O (-1.949, 0.330, -1.731)
H (-1.502, 1.858, -0.435)
H (-0.384, 1.805, -1.519)
H (1.980, 1.242, 0.315)
H (1.093, 0.493, 1.735)
H (0.568, 2.114, 0.839)
H (0.544, -1.628, 1.657)
H (-0.037, -2.920, 0.555)
H (1.352, -2.305, 0.229)
H (-2.797, 0.798, -1.971)
H (-1.044, -1.388, -0.546)



DFT (wB97M-V/def2-TZVPD) results for a structure of composition C41H51BiN7O6PS2Si.

Properties
- DFT total energy (eV) = -110740.499
- ΔE to the lowest compared entry with this formula, charge and spin (kJ/mol) = 0.0
- lowest unoccupied orbital energy (eV) = 0.378
- Kohn-Sham gap (eV) = 8.9
- charge = 0

Positions of all 110 atoms, in Å:
Bi (-0.073, 1.037, 0.627)
C (-3.714, 4.127, -2.912)
N (-2.662, 3.237, -2.516)
C (-1.870, 2.526, -3.365)
C (-1.029, 1.786, -2.582)
N (-1.307, 2.025, -1.285)
C (-2.283, 2.915, -1.252)
P (-2.987, 3.762, 0.200)
C (-3.291, 2.341, 1.277)
N (-2.867, 2.303, 2.521)
C (-3.366, 1.163, 3.046)
C (-4.126, 0.515, 2.111)
N (-4.092, 1.285, 0.989)
C (-4.747, 1.038, -0.262)
C (-1.435, 4.245, 0.988)
N (-0.281, 3.631, 0.853)
C (0.619, 4.345, 1.558)
C (-0.006, 5.417, 2.135)
N (-1.312, 5.349, 1.763)
C (-2.378, 6.202, 2.195)
H (-3.331, 4.861, -3.621)
H (-4.531, 3.572, -3.381)
H (-4.084, 4.646, -2.027)
H (-1.965, 2.618, -4.427)
H (-0.244, 1.113, -2.848)
H (-3.147, 0.889, 4.059)
H (-4.672, -0.402, 2.147)
H (-5.570, 0.339, -0.118)
H (-5.143, 1.977, -0.658)
H (-4.053, 0.608, -0.989)
H (1.651, 4.067, 1.570)
H (0.358, 6.197, 2.771)
H (-1.967, 7.155, 2.521)
H (-3.074, 6.368, 1.370)
H (-2.923, 5.745, 3.026)
C (5.306, -1.306, -4.494)
C (4.534, -0.278, -3.723)
C (4.909, 1.060, -3.712)
C (4.192, 1.992, -2.978)
C (3.100, 1.580, -2.240)
C (2.707, 0.254, -2.241)
C (3.418, -0.669, -2.988)
S (2.250, 2.737, -1.156)
O (3.216, 3.723, -0.740)
O (1.075, 3.248, -1.811)
N (1.820, 1.816, 0.109)
C (2.927, 1.299, 0.863)
C (2.605, -0.055, 1.511)
O (3.474, -0.649, 2.123)
O (1.401, -0.478, 1.380)
H (6.253, -0.905, -4.842)
H (4.737, -1.648, -5.358)
H (5.501, -2.175, -3.869)
H (5.785, 1.375, -4.260)
H (4.468, 3.033, -2.942)
H (1.859, -0.051, -1.647)
H (3.118, -1.708, -2.981)
H (3.205, 1.986, 1.674)
H (3.804, 1.171, 0.222)
O (0.310, 1.189, 3.395)
S (-0.029, 0.274, 4.511)
C (1.423, 0.282, 5.674)
C (1.755, -1.170, 5.951)
C (1.679, -1.861, 4.595)
C (0.341, -1.461, 3.999)
H (1.153, 0.840, 6.568)
H (2.231, 0.783, 5.147)
H (1.007, -1.596, 6.625)
H (2.742, -1.277, 6.406)
H (1.754, -2.946, 4.687)
H (2.489, -1.517, 3.947)
H (-0.476, -2.068, 4.386)
H (0.343, -1.484, 2.914)
C (-2.065, -3.771, -2.402)
C (-1.619, -2.311, -2.342)
C (-1.122, -1.856, -3.713)
C (-2.832, -1.445, -1.995)
Si (-0.292, -2.015, -0.961)
O (-0.085, -0.432, -0.943)
C (1.298, -3.044, -1.187)
C (2.200, -3.092, -0.125)
C (3.410, -3.757, -0.219)
C (3.742, -4.424, -1.387)
C (2.850, -4.422, -2.445)
C (1.647, -3.741, -2.341)
C (-1.081, -2.729, 0.621)
C (-1.821, -1.926, 1.480)
C (-2.410, -2.436, 2.624)
C (-2.274, -3.781, 2.927)
C (-1.541, -4.604, 2.087)
C (-0.949, -4.076, 0.953)
H (-2.817, -3.916, -3.179)
H (-2.501, -4.069, -1.451)
H (-1.229, -4.431, -2.614)
H (-1.877, -2.048, -4.477)
H (-0.216, -2.372, -4.007)
H (-0.901, -0.792, -3.707)
H (-3.603, -1.528, -2.764)
H (-2.517, -0.405, -1.927)
H (-3.259, -1.749, -1.042)
H (1.953, -2.577, 0.787)
H (4.095, -3.744, 0.618)
H (4.690, -4.941, -1.473)
H (3.094, -4.944, -3.362)
H (0.978, -3.756, -3.187)
H (-1.923, -0.874, 1.250)
H (-2.963, -1.780, 3.282)
H (-2.738, -4.183, 3.817)
H (-1.430, -5.654, 2.320)
H (-0.374, -4.713, 0.296)



DFT (wB97M-V/def2-TZVPD) results for a structure of composition C26H21BrCrN4O2S.

Properties
- DFT total energy (eV) = -146654.698
- expectation value of S² = 0.793
- 2S+1 = 2
- lowest unoccupied orbital energy (alpha / beta) (eV) = -4.187 / -3.502
- Kohn-Sham gap (alpha / beta) (eV) = 6.4 / 7.0
- charge = +1

Positions of all 56 atoms, in Å:
Cr (0.288, 0.335, -0.528)
C (-0.209, 4.467, 0.563)
C (0.343, 3.313, -0.008)
N (0.063, 2.099, 0.428)
C (-0.801, 1.977, 1.469)
C (-1.442, 3.078, 2.086)
C (-1.098, 4.360, 1.605)
C (-2.382, 2.809, 3.104)
C (-2.639, 1.515, 3.481)
C (-1.956, 0.429, 2.921)
C (-1.023, 0.644, 1.923)
N (-0.231, -0.240, 1.240)
C (0.484, -1.244, 1.819)
C (0.280, -1.934, 3.009)
C (1.159, -2.949, 3.391)
C (2.244, -3.299, 2.625)
C (2.539, -2.576, 1.453)
C (3.666, -2.790, 0.635)
C (3.920, -1.920, -0.399)
C (3.041, -0.862, -0.645)
N (1.921, -0.697, 0.041)
C (1.665, -1.532, 1.074)
H (0.061, 5.433, 0.165)
H (1.021, 3.366, -0.850)
H (-1.540, 5.237, 2.055)
H (-2.906, 3.626, 3.575)
H (-3.378, 1.317, 4.241)
H (-2.206, -0.573, 3.229)
H (-0.552, -1.705, 3.651)
H (0.966, -3.476, 4.314)
H (2.900, -4.099, 2.926)
H (4.325, -3.617, 0.846)
H (4.790, -2.039, -1.026)
H (3.254, -0.133, -1.417)
Br (-1.794, -2.583, -0.125)
C (-0.593, -2.518, -1.581)
C (-0.493, -3.621, -2.415)
C (0.303, -3.523, -3.547)
C (0.911, -2.308, -3.819)
C (0.787, -1.279, -2.898)
N (0.073, -1.384, -1.766)
C (1.352, 0.116, -3.163)
O (1.923, 0.345, -4.207)
O (1.095, 0.930, -2.214)
H (-1.030, -4.522, -2.178)
H (0.413, -4.370, -4.206)
H (1.482, -2.123, -4.716)
C (-1.483, 2.279, -2.854)
S (-1.926, 0.931, -1.729)
C (-3.166, 1.813, -0.732)
H (-1.125, 3.128, -2.278)
H (-2.360, 2.543, -3.438)
H (-0.697, 1.925, -3.513)
H (-2.744, 2.714, -0.296)
H (-3.490, 1.129, 0.047)
H (-4.006, 2.065, -1.373)